17
Properties=species:S:1:pos:R:3:forces:R:3:nbo_charge:R:1 method="wB97M-V/def2-TZVPD" orbital_gap_ev=9.29 largest_force_ha_per_bohr=0.07478 de_lowest_kcal_mol=63.0 total_energy_ev=-9319.5756 charge=+1
C -0.896 0.329 -0.723 0.40 -1.35 -1.78 -0.218
C -0.514 1.224 0.183 -1.67 0.55 1.18 0.045
N -1.404 1.872 0.992 0.07 2.54 2.89 -0.814
N 0.033 -0.768 -1.064 0.11 -1.44 -1.34 -0.727
H -1.627 0.350 -1.515 -1.18 0.20 1.03 0.226
H 0.498 1.512 0.311 1.15 -0.83 0.96 0.220
H -1.156 2.317 1.986 -0.16 -1.17 -3.63 0.432
H -2.323 2.173 0.679 0.24 -0.56 0.02 0.411
H -0.352 -1.295 -1.912 0.93 1.21 1.10 0.434
H 0.087 -1.569 -0.368 -0.07 1.55 -0.18 0.452
H 1.007 -0.392 -1.280 -0.34 -1.07 0.16 0.465
H 2.852 0.503 -1.893 0.60 0.52 -0.17 0.504
H 3.231 -0.711 -0.977 -0.09 0.31 -0.30 0.513
O 2.577 -0.360 -1.603 0.00 -0.52 0.32 -0.948
H -1.033 -0.984 2.166 1.29 -0.50 -0.57 0.472
H -0.861 -2.321 2.708 1.37 0.26 -1.03 0.488
O -0.360 -1.718 2.082 -2.65 0.31 1.35 -0.957